# 1
ORCA calculation (ωB97M-V/def2-TZVPD) on a cluster of 6 separate species, C24H28BF5O19S in total.

Summary:
SMILES = CCSCC1=C(B(O)CC)C(=O)OC1=O.O=C1OC[C@@H](F)O1.O=C1OC[C@@H](F)O1.O=C1OC[C@@H](F)O1.O=C1OC[C@@H](F)O1.O=C1OC[C@@H](F)O1
total charge = 0
ΔE to the lowest compared entry with this formula, charge and spin = 0.0 kJ/mol
Kohn-Sham gap = 7.93 eV

CARTESIAN COORDINATES (ANGSTROEM)
C1 -6.92762 -1.57555 -0.29069
C2 -6.21126 -0.68942 0.72222
S1 -4.41871 -0.92474 0.52143
C3 -3.80193 -0.29408 2.13772
C4 -2.34793 -0.56846 2.11712
C5 -1.29563 0.26543 1.99048
B1 -1.28472 1.83538 2.03332
O1 -2.22426 2.37779 2.89285
C6 -0.25888 2.76790 1.30378
C7 1.21164 2.32154 1.46855
C8 -0.17341 -0.69675 1.73370
O2 0.55762 -0.67752 0.78099
O3 -0.41695 -1.79004 2.56168
C9 -1.81364 -1.94277 2.43059
O4 -2.36028 -2.95782 2.71486
H1 -6.26897 -1.94890 -1.07266
H2 -7.38802 -2.42240 0.21502
H3 -7.74370 -1.05209 -0.78898
H4 -6.45720 -0.98140 1.74102
H5 -6.43009 0.36594 0.57958
H6 -4.01816 0.76702 2.17211
H7 -4.29631 -0.88054 2.90861
H8 -1.80845 3.03834 3.45623
H9 -0.50369 2.84027 0.24618
H10 -0.33377 3.76704 1.74280
H11 1.46963 1.51996 0.78269
H12 1.86758 3.16203 1.23774
H13 1.44004 2.03199 2.49551
O5 5.38717 -3.94898 2.52952
C10 4.73169 -2.96228 2.52248
O6 3.38069 -2.92828 2.53521
C11 2.96555 -1.56106 2.64317
C12 4.17605 -0.82275 2.12196
F1 4.35226 0.37391 2.73740
O7 5.23803 -1.69720 2.47659
H14 2.78222 -1.31862 3.69204
H15 2.07839 -1.37303 2.05362
H16 4.18181 -0.66804 1.04503
O8 0.52845 4.10089 -1.44171
C13 -0.14523 5.04146 -1.70361
O9 0.25532 6.09674 -2.43815
C14 -0.87598 6.94645 -2.66082
C15 -1.78228 6.56250 -1.51008
F2 -3.09259 6.64069 -1.83334
O10 -1.43100 5.20523 -1.29402
H17 -1.33330 6.70052 -3.61962
H18 -0.57853 7.99060 -2.65375
H19 -1.61240 7.12455 -0.59033
O11 4.22796 4.00685 -4.27014
C16 4.13837 3.46580 -3.22061
O12 3.60028 2.24136 -3.02282
C17 3.80229 1.87132 -1.65109
C18 3.98524 3.22083 -0.99472
F3 4.85373 3.16799 0.05202
O13 4.56002 3.99238 -2.03747
H20 4.70420 1.26445 -1.56674
H21 2.95482 1.31683 -1.27277
H22 3.06407 3.69608 -0.66790
O14 -5.54377 -4.49360 -2.78533
C19 -4.93418 -4.81412 -1.82408
O15 -3.59698 -5.01860 -1.78067
C20 -3.21727 -5.23401 -0.41607
C21 -4.51843 -5.70205 0.19785
F4 -4.64784 -5.31290 1.48695
O16 -5.48085 -5.03053 -0.59358
H23 -2.89428 -4.29199 0.02949
H24 -2.41675 -5.96511 -0.35119
H25 -4.69231 -6.77788 0.13633
O17 3.03035 -0.96699 -0.90696
C22 3.65834 -1.81466 -1.45231
O18 3.28872 -3.10522 -1.55078
C23 4.23391 -3.78263 -2.38895
C24 5.45223 -2.89196 -2.26646
F5 6.18387 -2.85750 -3.40142
O19 4.86483 -1.61650 -2.04543
H26 3.86326 -3.80096 -3.41429
H27 4.39821 -4.79698 -2.03858
H28 6.10873 -3.13117 -1.42834



# 2
ORCA calculation (ωB97M-V/def2-TZVPD) on a structure of composition C4H4N2O2.

Summary:
total charge = 0
ΔE to the lowest compared entry with this formula, charge and spin = 594.1 kJ/mol
Kohn-Sham gap = 9.38 eV

CARTESIAN COORDINATES (ANGSTROEM)
C1 0.00106 -0.76060 1.08220
C2 0.96076 -0.14484 0.29383
C3 1.52824 1.26616 -1.08343
C4 0.25363 0.48021 -0.72603
H1 -2.81326 -1.46063 0.05102
H2 -0.01937 -1.38916 1.99472
H3 1.36214 2.32764 -0.74975
H4 2.04878 1.17393 -2.15287
N1 -1.15557 -0.55760 0.39048
N2 -1.00097 0.26509 -0.71634
O1 -2.42311 -0.93964 0.74419
O2 2.18003 0.48341 -0.02690



# 3
ORCA calculation (ωB97M-V/def2-TZVPD) on a structure of composition C16H36CsO8PS2.

Summary:
total charge = -2
Kohn-Sham gap = 4.86 eV

CARTESIAN COORDINATES (ANGSTROEM)
Cs1 2.13304 3.53207 2.75097
S1 0.86161 6.28042 0.74866
O1 0.35264 5.77412 -0.55648
O2 2.25970 5.75593 0.92737
O3 0.93589 7.75389 0.83353
O4 -0.01435 5.73313 1.82828
S2 1.93581 -0.28182 2.98712
O5 3.34298 -0.59075 2.62571
O6 1.92334 0.91427 3.85654
O7 1.11879 0.06285 1.76595
O8 1.31348 -1.45142 3.64542
C1 4.71665 0.38262 -2.08079
C2 3.95046 -0.31247 -0.97340
C3 2.68932 -0.97312 -1.55158
C4 1.74847 -1.52036 -0.46285
P1 0.14155 -0.74134 -0.43871
C5 0.10785 1.02725 -0.77283
C6 -1.15762 1.81817 -0.39334
C7 -0.98556 2.42540 0.98812
C8 -2.23740 3.13691 1.49581
C9 -0.69119 -1.48216 -1.88750
C10 -2.06407 -0.97561 -2.24275
C11 -2.67595 -1.64937 -3.44637
C12 -4.06870 -1.13950 -3.76939
C13 -0.77057 -1.22070 1.05274
C14 -0.71429 -2.70450 1.42339
C15 -1.14593 -2.88410 2.88234
C16 -1.31016 -4.36506 3.19441
H1 5.26144 -0.28152 -2.75733
H2 5.44992 1.10646 -1.69751
H3 4.08616 1.05138 -2.68244
H4 3.61693 0.38028 -0.19560
H5 4.57247 -1.03121 -0.44014
H6 2.95768 -1.75508 -2.27409
H7 2.16103 -0.22172 -2.14923
H8 2.18482 -1.33527 0.52337
H9 1.52165 -2.59403 -0.50484
H10 0.37205 1.20984 -1.82156
H11 1.00161 1.36773 -0.23390
H12 -2.08196 1.22836 -0.30416
H13 -1.34073 2.59463 -1.14076
H14 -0.19559 3.16046 0.97157
H15 -0.69264 1.60877 1.66024
H16 -3.14755 2.53329 1.44769
H17 -2.33666 4.06292 0.91442
H18 -2.06428 3.52785 2.49982
H19 -0.68229 -2.57083 -1.72865
H20 0.01974 -1.36389 -2.71828
H21 -2.11198 0.11471 -2.33175
H22 -2.71067 -1.10058 -1.35640
H23 -2.71743 -2.73857 -3.34085
H24 -1.97639 -1.48322 -4.27534
H25 -4.60866 -1.79333 -4.45109
H26 -4.04048 -0.16041 -4.26761
H27 -4.63355 -0.92062 -2.85972
H28 -1.78094 -0.83509 0.90838
H29 -0.24920 -0.66239 1.84549
H30 0.28485 -3.11752 1.29811
H31 -1.44174 -3.21809 0.77714
H32 -2.04138 -2.28723 3.05255
H33 -0.31497 -2.50326 3.48227
H34 -1.65221 -4.57336 4.20621
H35 -0.35386 -4.86515 3.01857
H36 -2.01099 -4.83906 2.49505



# 4
ORCA calculation (ωB97M-V/def2-TZVPD) on a structure of composition C6H12Cl12.

Summary:
total charge = 0
ΔE to the lowest compared entry with this formula, charge and spin = 1894.7 kJ/mol
Kohn-Sham gap = 8.71 eV

CARTESIAN COORDINATES (ANGSTROEM)
C1 -0.19149 3.43054 -1.10419
Cl1 0.45310 4.46809 0.16469
Cl2 -0.01259 1.66812 -0.71147
H1 -1.25719 3.64305 -1.18926
H2 0.32542 3.77413 -2.00020
C2 1.94019 -1.43472 2.26012
Cl3 0.67410 -2.38905 1.49923
Cl4 3.43009 -2.44838 2.44058
H3 2.19451 -0.61452 1.58878
H4 1.67173 -1.11400 3.26669
C3 -0.22377 -0.11169 0.29950
Cl5 -1.21580 -0.53308 -1.08485
Cl6 1.47282 -0.44504 -0.06988
H5 -0.40327 0.91315 0.62445
H6 -0.45395 -0.76733 1.13928
C4 0.38058 1.44782 2.51150
Cl7 0.42645 -0.18391 3.21393
Cl8 2.01546 1.92389 1.99378
H7 -0.30836 1.55404 1.67353
H8 0.00105 2.09955 3.29847
C5 -0.22917 -0.13068 -3.22624
Cl9 -0.20395 -0.67383 -4.92015
Cl10 -0.02120 1.56085 -3.02854
H9 -1.18252 -0.44019 -2.79797
H10 0.46555 -0.76819 -2.67937
C6 -1.88718 -2.85214 -0.76898
Cl11 -3.47874 -3.64088 -0.97152
Cl12 -1.11603 -3.07003 0.85407
H11 -1.15221 -3.07912 -1.54126
H12 -2.11361 -1.78646 -0.73472



Number 1: calculated total energy -3283.37041 a.u.. Number 2: calculated total energy -414.61990 a.u.. Number 3: calculated total energy -2391.12359 a.u.. Number 4: calculated total energy -5757.38234 a.u..